<P>
C6H9NO2 | wB97M-V/def2-TZVPD

The value obtained for the molar mass is 127.14 u. For the LUMO energy, the calculation gives 0.0329 Ha. As for the SMILES: C1=C[C@H]2NC[C@@H]2OCO1. The HOMO-LUMO gap comes out at 10.17 eV. The spin multiplicity is 1.

Each line ends with the natural charge from an NBO analysis.
Atoms and positions in Å:
C 1.601 -1.188 -0.178  0.224
C 1.560 1.203 -0.279  0.085
C 0.252 1.693 -0.153  -0.262
C -0.761 0.728 0.502  -0.138
C -2.253 -0.734 -0.234  -0.211
C -0.657 -0.622 -0.209  0.074
H 1.584 -0.901 -1.166  0.140
H 2.239 -2.131 0.097  0.191
H 2.357 1.951 -0.560  0.193
H 0.281 2.805 -0.435  0.248
H -0.674 0.641 1.578  0.211
H -3.027 0.884 0.725  0.369
H -2.874 -1.367 0.708  0.165
H -2.732 -1.070 -1.112  0.197
H -0.313 -0.136 -1.144  0.190
N -2.096 0.759 -0.025  -0.611
O 2.088 0.062 0.418  -0.554
O 0.335 -1.621 0.181  -0.512

<Q>
C6H9NO2 | wB97M-V/def2-TZVPD

The value obtained for the molar mass is 127.14 u. For the LUMO energy, the calculation gives -0.0182 Ha. The HOMO-LUMO gap comes out at 8.11 eV. The spin multiplicity is 1.

Each line ends with the natural charge from an NBO analysis.
Atoms and positions in Å:
C -1.212 0.370 -0.863  0.365
C -0.382 0.706 0.255  0.057
C -0.583 -0.402 1.372  -0.169
C 1.319 -1.348 -0.336  -0.195
C 1.403 0.134 -0.814  -0.463
C 1.187 0.877 0.258  0.056
H -0.907 0.579 -2.231  0.194
H -1.555 -0.630 1.490  0.237
H -0.054 -0.062 2.217  0.190
H -0.446 -2.188 0.011  0.393
H 2.254 -1.748 0.313  0.205
H 0.811 -1.972 -1.288  0.216
H 2.399 -0.124 -1.506  0.184
H 0.570 0.234 -1.588  0.228
H 1.663 0.754 1.216  0.197
N 0.188 -1.381 0.531  -0.683
O -2.337 -0.354 -0.467  -0.573
O 0.282 1.953 0.269  -0.437

Relative energy of each structure, in hartree: <P> 0.0000; <Q> 0.1644.

<P>
C10H13NO | wB97M-V/def2-TZVPD

The value obtained for the molar mass is 163.22 u. For the LUMO energy, the calculation gives 0.0236 Ha. As for the SMILES: C[C@@]1(C#N)C[C@H]2CC[C@]1(C=O)C2. The HOMO-LUMO gap comes out at 10.53 eV. The spin multiplicity is 1.

Each line ends with the natural charge from an NBO analysis.
Atoms and positions in Å:
C 0.622 2.272 -0.168  0.266
C 1.908 0.159 1.178  0.429
C -1.230 -1.747 0.254  -0.413
C 0.358 -1.572 0.080  -0.417
C -1.381 0.715 -0.680  -0.389
C -0.533 0.029 1.548  -0.439
C -1.632 -0.288 0.525  -0.208
C 0.197 0.919 -0.690  -0.084
C 0.635 -0.199 0.593  -0.114
C 0.854 0.599 -2.040  -0.613
N 1.059 3.315 0.017  -0.322
O 2.868 -0.557 1.178  -0.499
H 1.764 1.044 1.688  0.118
H -1.687 -2.083 -0.720  0.212
H -1.277 -2.391 1.145  0.226
H 0.940 -2.326 0.745  0.232
H 0.740 -1.798 -0.926  0.214
H -1.689 0.378 -1.563  0.210
H -1.871 1.689 -0.389  0.231
H -0.569 1.066 1.897  0.217
H -0.474 -0.392 2.526  0.238
H -2.709 -0.324 0.938  0.227
H 0.755 -0.463 -2.188  0.218
H 1.939 0.819 -2.119  0.234
H 0.415 1.136 -2.830  0.224

<Q>
C10H13NO | wB97M-V/def2-TZVPD

The value obtained for the molar mass is 163.22 u. For the LUMO energy, the calculation gives 0.0316 Ha. As for the SMILES: C[C@@H]1NCCc2c(O)cccc21. The HOMO-LUMO gap comes out at 9.48 eV. The spin multiplicity is 1.

Each line ends with the natural charge from an NBO analysis.
Atoms and positions in Å:
C 2.333 1.418 -0.486  -0.588
C 1.431 0.381 0.259  -0.080
C 1.275 -1.790 0.420  -0.207
C -0.096 -1.944 -0.309  -0.429
C -0.816 -0.604 -0.096  -0.072
C -2.174 -0.430 -0.187  0.307
C -2.835 0.769 -0.062  -0.294
C -2.024 1.890 0.089  -0.183
C -0.693 1.771 0.282  -0.240
C -0.045 0.554 0.043  0.021
H 1.948 1.494 -1.445  0.214
H 2.334 2.576 -0.169  0.187
H 3.336 1.243 -0.428  0.202
H 1.657 0.400 1.297  0.182
H 3.000 -0.901 0.058  0.364
H 1.880 -2.735 0.654  0.200
H 1.007 -1.413 1.479  0.139
H 0.292 -2.155 -1.441  0.226
H -0.611 -2.825 0.094  0.235
H -3.836 -1.448 0.210  0.482
H -3.941 0.786 -0.355  0.219
H -2.519 2.883 -0.014  0.216
H -0.044 2.544 0.471  0.212
N 2.045 -0.841 -0.233  -0.617
O -2.908 -1.622 -0.131  -0.696

Relative energy of each structure, in hartree: <P> 0.0049; <Q> 0.0000.

<P>
C10H13NO | wB97M-V/def2-TZVPD

The value obtained for the molar mass is 163.22 u. For the LUMO energy, the calculation gives 0.0276 Ha. As for the SMILES: Cc1c[nH]c2ccccc12.CO. The HOMO-LUMO gap comes out at 8.53 eV. The spin multiplicity is 1.

Each line ends with the natural charge from an NBO analysis.
Atoms and positions in Å:
C 0.757 -1.229 -4.061  -0.247
O 0.703 0.129 -3.648  -0.734
H 1.419 0.314 -3.035  0.469
H 0.850 -1.951 -3.232  0.160
H 1.630 -1.417 -4.666  0.170
H -0.188 -1.438 -4.543  0.189
C -0.474 2.642 2.612  -0.629
C -0.526 2.085 0.106  -0.043
C -0.301 -0.132 0.130  0.211
C -0.440 1.740 1.419  -0.073
C -0.275 0.311 1.459  -0.136
C -0.083 -1.476 -0.184  -0.270
C 0.052 -2.349 0.859  -0.211
C -0.174 -0.614 2.499  -0.176
C -0.020 -1.952 2.211  -0.247
N -0.443 0.961 -0.681  -0.552
H -0.308 0.904 -1.676  0.424
H -0.859 3.035 -0.279  0.211
H -0.100 -1.817 -1.214  0.207
H -0.932 2.196 3.491  0.216
H -1.035 3.547 2.404  0.216
H 0.238 -3.389 0.642  0.206
H -0.156 -0.309 3.547  0.210
H 0.117 -2.724 2.958  0.213
H 0.548 2.933 2.881  0.216

<Q>
C10H13NO | wB97M-V/def2-TZVPD

The value obtained for the molar mass is 163.22 u. For the LUMO energy, the calculation gives 0.0325 Ha. As for the SMILES: Cc1c[nH]c2ccccc12.CO. The HOMO-LUMO gap comes out at 8.64 eV. The spin multiplicity is 1.

Each line ends with the natural charge from an NBO analysis.
Atoms and positions in Å:
C -1.406 3.234 1.994  -0.635
C 0.968 2.292 1.840  -0.035
C 0.586 0.485 0.613  0.115
C -0.379 2.223 1.698  -0.073
C -0.665 1.017 0.832  -0.072
C 0.759 -0.626 -0.181  -0.212
C -0.355 -1.249 -0.765  -0.222
C -1.857 0.467 0.311  -0.232
C -1.611 -0.740 -0.319  -0.215
N 1.620 1.213 1.189  -0.555
H 2.472 0.777 1.493  0.406
H 1.623 3.056 2.243  0.207
H 1.755 -0.981 -0.460  0.209
H -1.706 3.861 1.159  0.216
H -1.168 3.855 2.872  0.220
H -0.169 -2.072 -1.424  0.231
H -2.685 1.172 0.337  0.228
H -2.461 -1.394 -0.404  0.200
H -2.293 2.653 2.173  0.213
C 0.778 -4.045 -2.660  -0.293
O 1.187 -2.719 -3.112  -0.735
H 1.271 -2.757 -4.067  0.465
H 1.639 -4.694 -2.667  0.192
H -0.235 -4.242 -2.959  0.192
H 0.828 -3.889 -1.581  0.186

Relative energy of each structure, in hartree: <P> 0.0000; <Q> 0.0595.

<P>
CH7NO | wB97M-V/def2-TZVPD

The value obtained for the molar mass is 49.07 u. For the LUMO energy, the calculation gives -0.0851 Ha. The HOMO-LUMO gap comes out at 5.34 eV. The spin multiplicity is 1.

Each line ends with the natural charge from an NBO analysis.
Atoms and positions in Å:
O -0.595 1.722 0.757  -1.271
H -0.654 2.669 0.649  0.431
C 0.246 -1.758 -0.628  0.051
N 0.511 -0.409 -0.798  -0.823
H -0.288 -0.393 2.283  -0.034
H -0.002 -2.431 0.178  0.189
H -1.021 -0.305 2.360  0.032
H -0.372 0.165 -0.476  0.536
H 0.825 -0.180 -1.744  0.425
H 1.301 -0.101 -0.206  0.464

<Q>
CH7NO | wB97M-V/def2-TZVPD

The value obtained for the molar mass is 49.07 u. For the LUMO energy, the calculation gives 0.0288 Ha. As for the SMILES: CN.O. The HOMO-LUMO gap comes out at 9.99 eV. The spin multiplicity is 1.

Each line ends with the natural charge from an NBO analysis.
Atoms and positions in Å:
C -1.535 -0.640 -0.663  -0.405
N -0.270 -0.253 -0.990  -0.817
H -1.774 -1.567 -1.211  0.185
H -2.170 0.222 -1.040  0.168
H -1.814 -0.706 0.317  0.184
H 0.326 -0.117 -0.120  0.319
H 0.238 -1.002 -1.622  0.362
H 1.528 0.326 0.727  0.460
H 0.951 1.053 2.058  0.478
O 1.727 0.925 1.475  -0.935

Relative energy of each structure, in hartree: <P> 0.2683; <Q> 0.0000.